A:
Entry from the OMol25 dataset: a structure of composition C4H9N2 (wB97M-V/def2-TZVPD).

Positions of all 15 atoms, in Å:
C1 1.10 0.65 -1.58
C2 0.68 -0.04 -0.42
C3 -0.83 -0.59 1.54
C4 -0.26 -1.00 0.14
N1 1.80 0.70 -0.23
N2 -0.05 1.44 -1.25
H1 1.63 0.47 -2.39
H2 -1.62 0.06 1.32
H3 -0.23 0.13 2.07
H4 -1.10 -1.43 2.04
H5 -1.12 -1.29 -0.61
H6 0.51 -1.93 0.34
H7 2.62 0.20 -0.07
H8 -0.02 2.42 -1.07
H9 -0.90 1.08 -1.65

Results
highest occupied orbital energy: -14.80 eV
total charge: +1



B:
Entry from the OMol25 dataset: a structure of composition C4H9N2 (wB97M-V/def2-TZVPD).

Positions of all 15 atoms, in Å:
C1 -0.71 1.16 0.03
C2 -1.16 -0.37 0.02
C3 0.95 -0.08 -0.96
C4 0.87 -0.12 1.00
N1 0.73 0.91 -0.03
N2 0.19 -0.94 -0.04
H1 -1.03 1.65 -0.97
H2 -1.03 1.71 0.91
H3 -1.82 -0.71 0.85
H4 -1.94 -0.69 -0.70
H5 0.53 0.15 -1.91
H6 2.06 -0.24 -1.23
H7 1.84 -0.50 0.95
H8 0.41 0.03 2.02
H9 0.13 -1.94 0.05

Results
highest occupied orbital energy: -14.84 eV
total charge: +1



Question: which arrangement is favored energetically? Ranking from most to least stable: B, A.



A:
Entry from the OMol25 dataset: a structure of composition C6H13OP (wB97M-V/def2-TZVPD).

Positions of all 21 atoms, in Å:
C1 1.39 -0.92 -0.26
C2 0.35 -0.71 -1.39
C3 0.54 -1.27 0.97
C4 0.48 0.61 -2.10
C5 0.62 -0.37 2.22
C6 -2.26 2.09 0.33
O1 -1.93 -2.06 -0.35
P1 -1.03 -0.94 -0.07
H1 2.14 -1.63 -0.62
H2 2.03 0.04 0.07
H3 0.48 -1.50 -2.04
H4 0.42 -2.27 1.19
H5 0.37 1.37 -1.35
H6 -0.28 0.67 -2.77
H7 1.59 0.66 -2.52
H8 0.50 0.62 1.98
H9 1.55 -0.31 2.85
H10 -0.10 -0.62 2.97
H11 -3.24 2.10 -0.16
H12 -2.02 1.75 1.21
H13 -1.60 2.71 -0.17

Results
highest occupied orbital energy (alpha / beta): -8.04 / -8.94 eV



B:
Entry from the OMol25 dataset: a cluster of 2 separate species, C6H13OP in total (wB97M-V/def2-TZVPD).

Positions of all 21 atoms, in Å:
C1 1.48 -1.72 -0.15
C2 0.08 -1.14 -0.10
P1 -0.65 -0.10 1.01
O1 -1.96 0.52 0.45
C3 -2.95 0.15 -0.59
C4 -3.54 -1.18 -0.14
H1 1.44 -2.82 -0.28
H2 2.00 -1.39 0.83
H3 1.92 -1.40 -1.18
H4 -0.39 -1.61 -1.00
H5 -3.73 0.92 -0.61
H6 -2.31 0.12 -1.53
H7 -4.60 -1.03 -0.07
H8 -3.38 -2.06 -0.74
H9 -3.17 -1.39 0.88
C5 2.91 2.70 0.08
C6 3.68 2.01 0.94
H10 3.12 2.55 -1.00
H11 2.16 3.38 0.54
H12 4.47 1.39 0.71
H13 3.44 2.12 1.97

Results
highest occupied orbital energy: -8.16 eV
SMILES: C/C=P/OCC.C=C



Question: which arrangement is favored energetically? Ranking from most to least stable: B, A.